1.
# C3H2AgFO4

A molecular structure, C3H2AgFO4 at a distorted geometry (wB97M-V/def2-TZVPD, the Open Molecules 2025 dataset).

Cartesian coordinates (Å):
C: 0.99 -3.26 1.35
O: 1.20 -4.15 2.03
H: -1.12 -2.78 1.51
C: -0.24 -3.24 -0.66
O: -1.17 -2.23 -0.85
C: -1.93 -1.73 0.10
O: -1.84 -2.14 1.32
O: -2.78 -0.92 -0.24
Ag: -4.26 0.21 0.29
F: -0.83 -4.41 -0.84
H: 0.63 -3.12 -1.33

Properties
Multiplicity = 3
Total charge = +2
Highest occupied orbital energy (spin up / spin down) = -17.01 / -20.47 eV
HOMO-LUMO gap (spin up / spin down) = 5.79 / 4.59 eV
Lowest unoccupied orbital energy (spin up / spin down) = -11.21 / -15.88 eV

=====

2.
# C3H2AuLiO3

A molecular structure, C3H2AuLiO3 at a distorted geometry (wB97M-V/def2-TZVPD, the Open Molecules 2025 dataset).

Cartesian coordinates (Å):
C: -1.30 0.04 0.81
O: -2.48 0.16 0.27
H: -0.02 1.00 -0.66
Li: -3.90 -0.81 0.21
C: -0.12 0.32 0.19
O: 0.98 -0.50 0.50
C: 2.08 -0.54 -0.28
O: 2.07 0.18 -1.31
Au: 3.70 -0.59 -1.44
H: -1.03 0.74 1.72

Properties
Multiplicity = 3
Total charge = 0
Highest occupied orbital energy (spin up / spin down) = -6.63 / -6.98 eV
HOMO-LUMO gap (spin up / spin down) = 5.37 / 5.73 eV
Lowest unoccupied orbital energy (spin up / spin down) = -1.26 / -1.26 eV

=====

3.
# C3H2BaO3

A molecular structure, C3H2BaO3 at a distorted geometry (wB97M-V/def2-TZVPD, the Open Molecules 2025 dataset).

Cartesian coordinates (Å):
C: 0.03 1.68 -1.02
C: -0.84 1.18 -0.23
O: -1.09 0.09 0.28
C: 0.44 -1.53 -0.12
O: 1.27 -1.07 -0.86
O: 0.26 -2.03 0.94
H: 0.52 2.65 -0.98
Ba: -1.49 -1.52 3.20
H: 0.89 0.56 -1.22

Properties
Multiplicity = 2
Relative energy (zero: lowest compared OMol25 entry of this formula, charge and spin) = 275.1 kJ/mol
Total charge = +1
Highest occupied orbital energy (spin up / spin down) = -8.81 / -13.09 eV
HOMO-LUMO gap (spin up / spin down) = 3.71 / 8.11 eV
Lowest unoccupied orbital energy (spin up / spin down) = -5.10 / -4.99 eV

=====

4.
# C3H2Br2

2 unconnected molecules or ions with the total composition C3H2Br2 at a distorted geometry (wB97M-V/def2-TZVPD, the Open Molecules 2025 dataset).

Cartesian coordinates (Å):
C: -0.03 0.63 -0.93
C: 0.18 -0.34 -1.81
C: 1.04 -0.38 -0.66
Br: -0.51 -1.53 -3.10
Br: 2.82 -0.18 -0.29
H: -0.49 1.41 -0.62
H: -0.05 -1.42 1.04

Properties
Relative energy (zero: lowest compared OMol25 entry of this formula, charge and spin) = 392.2 kJ/mol
Total charge = 0
Highest occupied orbital energy (spin up / spin down) = -7.83 / -9.51 eV
HOMO-LUMO gap (spin up / spin down) = 7.46 / 9.34 eV
Lowest unoccupied orbital energy (spin up / spin down) = -0.37 / -0.17 eV

=====

5.
# C3H2Br2F2

A single C3H2Br2F2 molecule at a distorted geometry (wB97M-V/def2-TZVPD, the Open Molecules 2025 dataset).

Cartesian coordinates (Å):
F: 1.76 0.44 0.84
C: 1.07 -0.47 0.11
F: 1.50 -0.27 -1.19
C: -0.41 -0.27 0.16
Br: -1.44 -1.87 0.16
C: -0.97 0.90 -0.07
Br: -2.80 1.27 0.08
H: 1.52 -1.51 0.20
H: -0.24 1.79 -0.28

Properties
SMILES string = FC(F)/C(Br)=C/Br
Relative energy (zero: lowest compared OMol25 entry of this formula, charge and spin) = 0.0 kJ/mol
Total charge = 0
Highest occupied orbital energy = -9.84 eV
HOMO-LUMO gap = 10.01 eV
Lowest unoccupied orbital energy = 0.18 eV

=====

6.
# C3H2Br2O

A molecular structure, C3H2Br2O at a distorted geometry (wB97M-V/def2-TZVPD, the Open Molecules 2025 dataset).

Cartesian coordinates (Å):
C: 1.31 -0.32 0.06
C: -0.03 -0.38 -0.01
C: -0.69 0.85 -0.14
O: -0.54 1.99 -0.29
Br: -0.98 -2.09 0.00
Br: -3.04 0.40 0.20
H: 2.06 -1.13 0.37
H: 1.90 0.67 -0.19

Properties
Relative energy (zero: lowest compared OMol25 entry of this formula, charge and spin) = 113.3 kJ/mol
Total charge = 0
Highest occupied orbital energy = -9.21 eV
HOMO-LUMO gap = 7.70 eV
Lowest unoccupied orbital energy = -1.52 eV

=====

7.
# C3H2Br3N

A molecular structure, C3H2Br3N at a distorted geometry (wB97M-V/def2-TZVPD, the Open Molecules 2025 dataset).

Cartesian coordinates (Å):
C: -0.41 0.01 -1.53
C: -1.12 -0.60 -0.60
C: 0.77 0.55 1.11
N: 0.28 0.62 -2.21
Br: -1.13 -2.44 -0.09
Br: 1.60 1.65 -0.07
Br: 1.62 -0.96 1.69
H: -1.91 0.04 -0.33
H: 0.30 1.13 2.03

Properties
Relative energy (zero: lowest compared OMol25 entry of this formula, charge and spin) = 268.9 kJ/mol
Total charge = 0
Highest occupied orbital energy (spin up / spin down) = -9.02 / -8.70 eV
HOMO-LUMO gap (spin up / spin down) = 7.99 / 7.24 eV
Lowest unoccupied orbital energy (spin up / spin down) = -1.03 / -1.46 eV

=====

8.
# C3H2Br4

A molecular structure, C3H2Br4 at a distorted geometry (wB97M-V/def2-TZVPD, the Open Molecules 2025 dataset).

Cartesian coordinates (Å):
C: 0.90 1.12 1.15
C: -1.90 -1.73 -0.36
C: 1.31 0.93 -0.09
Br: -3.21 -0.58 -0.41
Br: -1.83 -3.03 -1.70
Br: 3.09 1.04 -0.53
Br: 0.11 0.27 -1.44
H: 1.65 1.23 1.91
H: -0.11 0.75 1.46

Properties
Multiplicity = 3
Relative energy (zero: lowest compared OMol25 entry of this formula, charge and spin) = 121.8 kJ/mol
Total charge = 0
Highest occupied orbital energy (spin up / spin down) = -8.10 / -9.65 eV
HOMO-LUMO gap (spin up / spin down) = 8.68 / 7.81 eV
Lowest unoccupied orbital energy (spin up / spin down) = 0.58 / -1.84 eV